# 1
13
Properties=species:S:1:pos:R:3:nbo_charge:R:1 method="wB97M-V/def2-TZVPD" lumo_ev=-0.233 energy_ha=-286.56209 mol_weight_g_mol=85.11 max_force_ev_per_a=0.47 e_homo_ha=-0.352
C 1.68 1.14 0.07 -0.603
N 0.34 -0.76 -0.45 -0.339
C 0.31 0.70 -0.45 -0.263
C -0.61 -1.48 -0.01 0.004
C -1.98 -1.05 0.41 0.353
O -2.73 -1.83 0.96 -0.483
H 1.87 2.20 -0.12 0.211
H 2.44 0.54 -0.43 0.222
H 1.76 0.95 1.14 0.207
H -0.49 1.14 0.16 0.172
H 0.17 1.04 -1.48 0.209
H -0.44 -2.55 0.05 0.191
H -2.31 -0.03 0.16 0.119


# 2
30
Properties=species:S:1:pos:R:3:nbo_charge:R:1 method="wB97M-V/def2-TZVPD" lumo_ev=0.248 energy_ha=-1330.09817 mol_weight_g_mol=285.28 max_force_ev_per_a=1.07 e_homo_ha=-0.319 smiles="COC(=O)c1ccc(S(=O)(=O)NCc2ccco2)o1"
C 4.60 0.69 0.44 -0.259
H 4.65 -0.39 0.62 0.194
H 5.34 0.99 -0.30 0.198
H 4.77 1.21 1.38 0.197
O 3.33 1.04 -0.10 -0.501
C 2.28 0.75 0.68 0.742
O 2.36 0.22 1.75 -0.567
C 1.03 1.15 0.01 0.156
C 0.81 1.68 -1.24 -0.230
C -0.59 1.81 -1.36 -0.278
C -1.11 1.35 -0.18 0.001
O -0.15 0.96 0.65 -0.357
S -2.81 1.20 0.36 2.304
O -3.57 0.83 -0.80 -0.930
O -3.17 2.39 1.07 -0.916
N -2.72 -0.04 1.45 -0.855
H -3.27 0.16 2.27 0.421
C -2.84 -1.38 0.90 -0.277
C -1.60 -1.69 0.14 0.245
C -1.28 -1.52 -1.18 -0.295
C 0.08 -1.90 -1.31 -0.324
C 0.48 -2.27 -0.06 0.093
O -0.52 -2.15 0.82 -0.392
H 1.42 -2.63 0.31 0.209
H 0.66 -1.89 -2.20 0.230
H -1.94 -1.16 -1.94 0.242
H -3.70 -1.44 0.23 0.226
H -2.95 -2.08 1.73 0.232
H -1.15 2.19 -2.19 0.248
H 1.55 1.93 -1.96 0.244


# 3
11
Properties=species:S:1:pos:R:3:nbo_charge:R:1 method="wB97M-V/def2-TZVPD" lumo_ev=0.781 energy_ha=-482.59140 mol_weight_g_mol=86.17 max_force_ev_per_a=3.63 e_homo_ha=-0.352 smiles="C1=C[SiH2]OC1"
C 1.10 -0.07 0.47 -0.181
C 0.03 -0.27 1.18 -0.646
C 0.83 0.04 -0.96 -0.104
O -0.74 0.15 -1.27 -0.908
Si -1.51 0.09 0.21 1.400
H 2.15 -0.02 0.71 0.218
H 0.18 -0.65 2.16 0.223
H 1.43 0.79 -1.41 0.192
H 1.10 -0.77 -1.62 0.207
H -2.76 -0.78 0.44 -0.189
H -1.80 1.50 0.10 -0.212


# 4
51
Properties=species:S:1:pos:R:3:nbo_charge:R:1 method="wB97M-V/def2-TZVPD" lumo_ev=2.098 energy_ha=-1619.22097 mol_weight_g_mol=641.52 charge=-1 max_force_ev_per_a=0.92 e_homo_ha=-0.178
Pt -0.75 -0.14 0.35 0.889
O 0.02 0.40 -3.80 -0.708
C -0.43 0.29 -2.66 0.737
O -0.79 -0.72 -2.02 -0.741
C -0.62 1.65 -1.92 0.179
C -0.52 2.86 -2.65 -0.230
C -0.81 4.04 -2.04 -0.141
C -1.22 4.04 -0.69 -0.095
C -1.57 5.23 -0.01 -0.182
C -1.97 5.21 1.29 -0.217
C -2.03 3.97 1.98 -0.214
C -1.70 2.80 1.35 -0.176
C -1.29 2.81 0.00 0.158
N -0.94 1.64 -0.64 -0.425
H -0.24 2.77 -3.69 0.257
H -0.75 4.98 -2.58 0.208
H -1.52 6.17 -0.56 0.205
H -2.24 6.12 1.80 0.208
H -2.35 3.95 3.01 0.213
H -1.73 1.86 1.88 0.258
O -0.86 -1.99 1.25 -0.485
N -1.90 -2.17 0.52 0.020
C -2.75 -3.11 0.81 -0.153
C -3.90 -3.25 -0.02 0.283
N -4.84 -3.40 -0.67 -0.320
C -2.56 -4.00 1.91 0.267
N -2.40 -4.71 2.80 -0.318
N 0.47 0.79 1.56 -0.602
C 1.70 0.74 1.25 0.239
C 2.67 1.48 2.11 -0.010
C 4.03 1.16 2.10 -0.218
C 4.92 1.83 2.91 -0.222
C 4.47 2.85 3.74 -0.226
C 3.12 3.19 3.74 -0.222
C 2.23 2.51 2.94 -0.201
C 2.23 0.04 0.05 -0.142
C 2.81 0.77 -0.98 -0.172
C 3.21 0.14 -2.14 -0.217
C 3.07 -1.23 -2.27 -0.209
C 2.52 -1.97 -1.24 -0.188
C 2.09 -1.34 -0.08 -0.207
H 4.38 0.36 1.45 0.221
H 5.97 1.56 2.90 0.204
H 5.17 3.39 4.37 0.202
H 2.77 3.99 4.38 0.203
H 1.18 2.75 2.94 0.232
H 2.91 1.85 -0.88 0.204
H 3.62 0.73 -2.95 0.208
H 3.37 -1.72 -3.19 0.208
H 2.39 -3.04 -1.34 0.208
H 1.63 -1.91 0.72 0.230


# 5
29
Properties=species:S:1:pos:R:3:nbo_charge:R:1 method="wB97M-V/def2-TZVPD" lumo_ev=-3.182 energy_ha=-1403.09330 mol_weight_g_mol=239.35 charge=+1 max_force_ev_per_a=5.16 e_homo_ha=-0.448
C -1.92 -1.00 -0.65 0.335
C -0.50 -3.16 -0.46 -0.375
C -2.51 1.78 0.75 -0.614
C 2.57 1.17 1.67 -0.624
C -2.60 1.34 -0.72 -0.240
C 3.26 0.44 0.49 -0.681
N 0.25 -1.62 -0.08 -0.122
N -0.79 -0.69 -0.06 -0.438
N -2.91 -0.05 -0.75 -0.537
N 1.32 -1.31 -0.93 -0.719
O 2.78 0.12 -2.11 -0.864
O 0.95 1.15 -0.75 -0.945
S -2.23 -2.69 -0.84 0.372
S 2.12 0.27 -0.87 2.253
H 0.13 -3.53 -1.32 0.254
H -0.41 -3.62 0.56 0.263
H -3.10 1.10 1.26 0.213
H -1.46 1.69 1.21 0.205
H -2.82 2.78 0.92 0.239
H 2.90 0.85 2.63 0.237
H 2.86 2.17 1.70 0.234
H 1.50 1.21 1.62 0.226
H -3.40 1.84 -1.28 0.239
H -1.62 1.50 -1.13 0.224
H 3.73 -0.46 0.86 0.277
H 4.04 1.17 0.07 0.289
H -0.25 0.18 -0.09 0.460
H -3.82 -0.45 -0.92 0.429
H 1.95 -2.19 -0.77 0.410


# 6
16
Properties=species:S:1:pos:R:3:lowdin_spin:R:1 method="wB97M-V/def2-TZVPD" lumo_ev="0.390 / -2.590" energy_ha=-743.50030 mol_weight_g_mol=125.17 max_force_ev_per_a=5.31 s2=0.753 e_homo_ha="-0.364 / -0.350" multiplicity=2
O 1.13 0.87 -2.36 0.007
C 0.49 0.07 -1.64 0.003
C 0.41 -1.38 -1.84 0.064
C -0.68 -1.89 -0.85 0.084
S 0.21 -2.44 0.54 0.806
H 0.00 0.45 -0.70 0.000
H 0.10 -1.68 -2.83 0.005
H 1.33 -1.73 -1.45 0.016
H -1.46 -1.02 -0.63 0.007
H -1.28 -2.64 -1.10 0.005
H 0.30 2.94 1.90 0.000
H 0.55 4.00 0.74 0.000
O 0.39 3.89 1.72 0.000
H -1.18 -0.35 2.95 0.002
H 0.31 0.36 2.73 0.000
O -0.63 0.56 2.83 0.001


# 7
9
Properties=species:S:1:pos:R:3:nbo_charge:R:1 method="wB97M-V/def2-TZVPD" lumo_ev=-0.134 energy_ha=-1469.14429 mol_weight_g_mol=157.92 max_force_ev_per_a=1.34 e_homo_ha=-0.338 smiles=Clc1ncop1.Cl
C -1.70 -0.64 -0.07 0.377
C 0.10 -0.20 1.03 -0.307
N -0.45 -0.95 0.05 -0.485
O -2.17 0.31 0.73 -0.672
P -1.04 0.90 1.76 0.830
Cl 1.75 -0.40 1.41 0.062
Cl 3.53 1.19 -2.25 -0.266
H -2.37 -1.09 -0.78 0.196
H 2.35 0.88 -1.89 0.266